Below is a cluster of 6 separate species, C36H75F13N5O23P6S in total at a distorted geometry, with properties calculated with ωB97M-V/def2-TZVPD.

```
159
Properties=species:S:1:pos:R:3:forces:R:3
C 5.24868 3.35690 -0.94274 -0.4903 -0.2072 -0.8417
O 4.46201 2.44414 -0.13430 0.2079 -0.6168 -1.2962
C 4.03482 1.28810 -0.91371 0.0078 -0.0235 0.0616
C 3.03492 1.67138 -2.09712 -0.8439 -0.5474 -0.0757
C 2.65656 0.41753 -3.04558 -0.2898 -0.3541 0.5405
C 2.20755 -0.87164 -2.21178 0.0012 0.1922 0.8737
C 0.88080 -0.61519 -1.31156 0.5950 -0.5227 -0.3819
C -0.38439 -1.20326 -2.14744 0.1133 0.4546 0.8166
C -1.77208 -0.70622 -1.57626 -2.9378 0.6353 3.2440
C -2.90904 -0.01998 -2.36903 1.0149 -0.5537 -1.0324
C -2.62170 0.14797 -3.95410 -1.5795 0.1010 1.1141
C -2.14872 1.67540 -4.17618 -0.1240 -1.2274 -0.2023
C -3.23273 2.44329 -5.04287 0.7271 -0.5029 -1.2573
F -4.56912 2.20190 -4.67963 2.5350 0.6306 -0.4030
F -3.09012 1.94581 -6.38239 -0.4113 0.9012 2.4714
C -2.95491 4.03526 -5.17698 -1.0048 -0.6612 -2.2942
F -1.66114 4.24149 -5.67071 -2.2277 -0.3050 1.4916
F -3.83686 4.45784 -6.22054 1.8535 -0.7476 2.6015
C -3.33362 4.86394 -3.86098 -2.9645 0.1222 0.0239
F -4.63520 5.39376 -4.12202 2.8560 -0.9793 0.5829
F -3.55350 4.01644 -2.73448 1.2068 1.8035 -2.2882
C -2.43267 6.13742 -3.54620 -2.5202 3.1505 -0.5144
F -3.25733 7.02224 -2.79391 1.8241 -2.3085 -1.4126
F -2.11490 6.87768 -4.71133 -0.9303 -2.3704 2.5650
S -0.89491 5.86369 -2.52978 4.0336 2.4381 1.5980
F -0.73595 4.27053 -2.95560 -0.7468 1.9440 0.6451
F 0.03149 6.30666 -3.85816 -1.2251 -1.1748 2.1482
F -0.93392 7.49045 -2.09250 0.1334 -2.6426 -0.8071
F -1.72261 5.54203 -1.13234 0.8859 -0.2168 -2.4980
F 0.51627 5.72074 -1.66958 -2.2414 -0.0138 -1.2935
N -4.13611 0.48713 -1.97957 3.1673 -1.6809 -0.4900
N -4.46339 0.35105 -0.69178 2.9273 -2.1286 0.6220
P -6.07528 1.03884 -0.25241 -3.2345 3.0021 0.6205
N -5.98564 2.19259 0.82431 0.9262 -2.3393 -1.6556
O -6.76826 1.70240 -1.66946 1.5011 -3.0012 2.3078
O -7.10146 -0.25501 0.17261 2.8147 1.2072 -1.4601
C -3.57534 -0.28846 0.20254 0.5955 -0.6260 1.9830
C -4.09531 -0.44302 1.72642 1.3107 -0.0204 -0.1911
C -3.53464 0.72107 2.67408 0.4960 1.0146 0.1344
N -2.84138 1.74468 2.25582 -1.6294 -2.2525 0.8039
C -2.17794 -0.85906 -0.05906 -1.5060 1.5692 -3.9311
C -1.21572 -1.52728 1.02098 0.0253 0.3567 -0.7004
C -0.32059 -0.43171 1.76347 2.6811 -0.4198 0.9162
N 0.86925 -0.77970 2.21331 -3.0174 1.0670 -1.0078
H 4.55396 4.18229 -1.32754 1.1805 -0.8123 0.6622
H 6.12534 3.75554 -0.33515 -1.2754 -0.5103 -0.8582
H 5.58971 2.78196 -1.87884 0.0108 0.9901 1.3703
H 3.57358 0.57037 -0.14355 0.4615 1.1240 -1.2632
H 4.94868 0.75464 -1.35080 -1.0447 0.6881 0.4895
H 3.41991 2.50549 -2.77249 -0.2607 -1.1198 1.0408
H 2.05034 2.06020 -1.64730 1.4775 -0.4145 -0.5089
H 3.54970 0.10851 -3.69443 -1.3731 0.6300 0.7480
H 1.74979 0.72693 -3.68455 1.5425 -0.3453 0.5671
H 2.02895 -1.80424 -2.85869 0.2931 1.4743 0.7134
H 3.03389 -1.16824 -1.47685 -1.1067 0.3556 -1.1256
H 1.06364 -1.17020 -0.33842 -0.4915 0.6298 -1.2999
H 0.74516 0.48728 -1.04420 0.1033 -1.4380 -0.5503
H -0.18377 -0.93229 -3.23075 -0.7295 -0.2343 1.3430
H -0.34242 -2.34113 -2.06804 -0.2089 1.4002 -0.0713
H -1.90045 -0.62914 -4.35125 -0.7823 1.1506 0.7221
H -3.63569 -0.08219 -4.44806 1.5977 0.6013 0.5762
H -1.98403 2.12116 -3.14641 -0.2661 -0.1658 -1.5100
H -1.14941 1.61469 -4.74075 -1.6390 0.6347 0.7039
H -4.99234 2.29041 1.08683 -0.5450 0.3313 0.1276
H -7.02775 0.97539 -2.28585 0.0688 0.7219 0.3208
H -6.55730 -1.07531 0.15430 -0.7808 0.3747 0.0011
H -3.62506 -1.41007 2.14027 -0.7579 1.4241 -0.6951
H -5.21591 -0.59694 1.80694 1.3587 0.5982 0.0113
H -3.71720 0.61879 3.80488 -0.0837 -0.3075 -1.7667
H -2.59351 2.31292 3.08352 -0.0823 -0.2123 -0.5708
H -1.75457 -2.19648 1.77165 0.5138 1.1242 -0.9781
H -0.52538 -2.23186 0.42839 -0.9221 1.1467 1.0298
H -0.61244 0.65709 1.89682 -0.4242 -1.5449 -0.5522
H 1.31302 0.05762 2.64555 -0.3376 -0.7227 -0.3121
C 2.99041 -4.34347 2.75918 -0.5501 0.6438 0.1769
O 4.03622 -4.75574 1.88694 3.4664 -1.3403 -1.4052
P 3.70921 -4.82771 0.20131 -9.2834 2.3300 1.2506
O 2.86162 -3.55701 0.22184 1.4396 -0.0892 -0.2757
O 2.78505 -6.17231 0.44842 1.3016 -0.1855 -0.4720
C 3.30796 -7.24363 1.23327 -0.0705 -0.5060 0.4507
O 3.53117 -4.99484 -1.49867 3.4922 -0.4325 0.4577
C 2.22570 -5.06466 -2.04244 -0.4880 -0.2338 0.0121
H 3.24600 -4.67166 3.76972 0.3146 -0.1890 -0.1772
H 2.91073 -3.25552 2.76142 -0.1390 -0.1091 -0.1406
H 2.03414 -4.79111 2.47872 0.0584 0.0602 -0.1292
H 2.83011 -7.24022 2.21756 0.1715 0.0374 -0.0463
H 4.39069 -7.17030 1.36036 -0.1984 -0.0742 0.0712
H 3.07661 -8.19031 0.74165 -0.0291 0.1594 -0.1064
H 1.72184 -4.09789 -1.95854 0.1087 0.0013 0.2259
H 1.62743 -5.84017 -1.56708 -0.0064 0.0383 0.0621
H 2.31861 -5.31080 -3.10155 0.2856 -0.0216 0.0766
C 4.63922 -6.08065 8.65188 -0.1442 0.7713 0.1292
O 4.82420 -7.09884 7.67551 1.6051 -3.0988 -1.7515
P 3.61759 -7.29941 6.46669 -5.4836 6.8945 4.0861
O 3.41108 -5.78978 6.35197 1.0637 -0.5830 -0.9410
O 2.61297 -7.94816 7.60411 0.5931 -1.0593 -0.8410
C 3.09143 -9.00282 8.43591 0.0390 -0.2957 0.5243
O 2.43397 -7.56272 5.24920 2.5023 -2.1981 -1.2351
C 1.13220 -7.03377 5.43854 -0.5015 0.0391 0.3013
H 5.28843 -6.30721 9.50032 0.1559 -0.3251 -0.2793
H 4.93381 -5.11304 8.24383 -0.1692 -0.0731 0.0102
H 3.60524 -6.04370 9.00213 -0.0177 0.0079 -0.1827
H 3.29533 -8.61181 9.43681 0.0985 -0.0527 -0.1416
H 4.00019 -9.46094 8.03821 -0.1168 0.0450 0.1857
H 2.31921 -9.77002 8.51694 -0.0266 0.1311 -0.1247
H 1.14563 -5.94362 5.36562 0.2256 -0.0559 0.1521
H 0.70341 -7.33892 6.39130 0.0382 0.0508 0.0215
H 0.49545 -7.42193 4.64137 0.2194 -0.1727 -0.0567
C -9.11430 6.21613 -3.31265 -0.4865 0.5076 -0.0984
O -9.06822 4.96871 -2.63304 0.8335 -3.6265 0.8039
P -9.74985 4.87260 -1.05544 -2.4163 9.2416 0.5097
O -10.92749 5.77679 -1.41359 0.3026 -1.6211 -0.2031
O -8.48212 5.74399 -0.45486 0.1683 -1.3096 0.0633
C -7.15420 5.36369 -0.80004 0.5246 0.1106 -0.1237
O -10.35505 4.60683 0.52842 0.8982 -3.3801 -1.2371
C -10.60365 5.72872 1.36122 0.1179 0.6455 0.2922
H -8.36911 6.18988 -4.11107 0.0670 -0.3168 0.1389
H -10.09683 6.36074 -3.76365 0.0481 0.0838 0.1840
H -8.88061 7.04648 -2.64295 -0.1207 -0.0689 0.0349
H -6.75375 6.06890 -1.53508 -0.0444 -0.1375 -0.0160
H -7.11158 4.35255 -1.21152 0.1345 0.1971 0.0402
H -6.52721 5.40499 0.09268 -0.1803 -0.0055 0.0332
H -11.46093 6.29708 0.99390 0.1475 -0.0863 -0.2233
H -9.73291 6.37677 1.44239 -0.0090 0.0134 -0.0671
H -10.84229 5.35666 2.35882 0.0804 -0.2737 -0.1368
C -2.92620 5.33933 -8.83205 0.3996 -0.4588 -0.1681
O -3.40945 6.26082 -9.79904 -2.2900 2.3036 -1.9034
P -2.28078 6.96026 -10.89373 7.6954 -4.3268 3.6826
O -1.49376 5.66065 -11.05054 -1.3533 0.5905 -0.6740
O -1.67169 7.88907 -9.67083 -0.9650 0.6002 -0.6712
C -2.56807 8.61925 -8.83859 -0.1172 0.2260 0.4272
O -1.29348 7.77029 -12.03987 -3.4886 0.8437 -0.9698
C 0.10761 7.81629 -11.82185 0.6000 0.0496 0.3776
H -3.67001 5.26282 -8.04301 -0.1502 0.3747 -0.4553
H -2.80195 4.35394 -9.28415 0.1815 0.1070 0.0158
H -1.98336 5.67528 -8.39350 0.0337 -0.0246 -0.1202
H -2.64653 8.12363 -7.86612 -0.1069 0.0195 -0.1143
H -3.56435 8.70255 -9.27970 0.1183 0.0101 0.1957
H -2.16968 9.62338 -8.68173 0.0791 -0.1014 -0.1129
H 0.54958 6.82625 -11.95426 -0.2444 -0.0344 0.1269
H 0.35398 8.20660 -10.83603 -0.0269 -0.0518 0.0241
H 0.53876 8.48567 -12.56784 -0.3139 0.0488 -0.0606
C 9.35462 -7.26928 12.01259 -0.5383 -0.4672 -0.0066
O 9.63458 -6.04839 11.34140 1.1826 3.5566 -0.6596
P 9.32229 -5.95545 9.65213 -2.7171 -9.1914 -0.7967
O 8.03504 -6.77108 9.75576 0.2249 1.6008 0.2361
O 10.62803 -6.92506 9.36773 0.2651 1.3308 -0.0798
C 11.87227 -6.61924 9.99211 0.4943 -0.1451 0.2180
O 9.10724 -5.71655 7.96644 0.7866 3.3846 1.2915
C 8.97432 -6.85330 7.12810 0.1092 -0.6655 -0.2147
H 9.90749 -7.26725 12.95453 0.1124 0.3181 -0.1352
H 8.28968 -7.33664 12.23883 0.0797 -0.0923 -0.1572
H 9.67054 -8.13259 11.42311 -0.1020 0.0758 -0.0630
H 12.05011 -7.32202 10.81130 -0.0293 0.1631 -0.0155
H 11.89706 -5.59922 10.38324 0.0894 -0.2084 0.0106
H 12.67456 -6.73329 9.26085 -0.1685 -0.0127 -0.0585
H 8.01871 -7.35218 7.30630 0.0744 0.0924 0.2482
H 9.79407 -7.55678 7.26252 -0.0190 -0.0036 0.0614
H 8.99177 -6.50753 6.09320 0.0713 0.2818 0.1425
```
Forces are in eV/Å.

Summary:
**Multiplicity**: 1
**Lowest unoccupied orbital energy**: -5.0334 eV
**Total charge**: +1
**Kohn-Sham gap**: 5.8 eV

These are the Löwdin partial charges, in e, on atoms 1 to 99: -0.114, -0.236, -0.224, -0.178, -0.187, -0.198, -0.168, -0.120, 0.042, -0.115, -0.091, -0.056, -0.311, 0.079, 0.055, -0.215, 0.106, 0.060, -0.209, 0.090, 0.074, -0.307, 0.071, 0.094, 0.981, -0.169, -0.168, -0.164, -0.149, -0.151, 0.113, -0.124, 0.694, -0.110, -0.160, -0.160, -0.075, -0.099, -0.193, 0.078, 0.003, -0.099, -0.204, 0.095, 0.095, 0.102, 0.094, 0.130, 0.134, 0.111, 0.104, 0.122, 0.104, 0.113, 0.103, 0.074, 0.114, 0.107, 0.137, 0.113, 0.134, 0.113, 0.149, -0.026, 0.089, 0.073, 0.116, 0.102, 0.140, 0.074, 0.124, 0.123, 0.103, 0.068, -0.122, -0.321, 0.811, -0.274, -0.286, -0.102, -0.308, -0.142, 0.084, 0.076, 0.087, 0.081, 0.088, 0.092, 0.055, 0.082, 0.093, -0.128, -0.334, 0.811, -0.250, -0.287, -0.109, -0.331, -0.146